22
Properties=species:S:1:pos:R:3 method="wB97M-V/def2-TZVPD" smiles="C/N=C(/NC#N)Nc1cccnc1" orbital_gap_ev=9.7 de_lowest_kcal_mol=57.7 energy_ha=-583.98390 spin_multiplicity=1 max_force_ev_per_a=2.43
C -0.454 3.314 -0.623
N -1.206 2.180 -1.232
C -0.717 1.024 -1.229
N -1.399 -0.022 -1.849
C -0.904 -1.276 -2.121
N -0.513 -2.343 -2.362
N 0.483 0.560 -0.672
C 0.590 -0.504 0.358
C -0.483 -1.146 0.974
C -0.201 -2.143 1.949
C 1.113 -2.473 2.195
N 2.152 -1.797 1.574
C 1.914 -0.828 0.691
H -0.402 3.125 0.406
H 0.530 3.418 -1.079
H -1.012 4.201 -0.803
H -2.252 0.376 -2.252
H 1.061 1.360 -0.430
H -1.508 -0.935 0.710
H -0.970 -2.594 2.545
H 1.420 -3.175 3.036
H 2.758 -0.325 0.215